No. 1
C24H23BrCl3GeN2O2TeZr | the ωB97M-V functional and the def2-TZVPD basis

Structure (XYZ):
```
58
Properties=species:S:1:pos:R:3:forces:R:3
Zr -0.383648 -0.328457 -0.617430 -0.9 1.3 -2.5
C 1.822913 2.849986 0.958812 0.0 0.0 0.0
C 1.341296 2.286389 -0.343314 0.0 0.2 -0.1
C 0.015522 2.471354 -0.766112 0.2 0.1 -0.2
C -0.396911 2.062424 -2.041395 0.3 0.3 -0.2
C 0.517894 1.463708 -2.906809 0.1 0.3 0.0
C 1.841770 1.304846 -2.503078 0.1 0.2 0.0
C 2.243023 1.704796 -1.239484 0.0 0.1 -0.1
H 2.357266 3.781463 0.758553 0.0 0.0 0.0
H 2.519137 2.177927 1.461269 0.0 0.0 0.0
H 1.000752 3.077704 1.633791 0.0 0.0 0.0
H -0.638655 3.102530 -0.179055 -0.1 -0.2 0.1
H -1.376997 2.347465 -2.395248 -0.1 -0.2 0.0
H 0.233774 1.246073 -3.926380 -0.1 -0.2 0.1
H 2.571252 0.904100 -3.194348 0.0 -0.1 0.0
H 3.282074 1.604301 -0.948142 0.0 0.0 0.0
Te -1.467082 1.116928 1.978204 -0.3 0.9 1.1
C -3.276791 2.049951 2.570419 0.3 -0.6 -0.3
C -4.532850 1.567501 2.214520 -0.1 -0.2 -0.1
C -5.655955 2.242041 2.660405 0.0 0.0 0.0
C -5.524813 3.362745 3.473620 0.1 0.0 0.0
C -4.263949 3.822050 3.838217 -0.1 0.1 0.0
C -3.130327 3.176867 3.379889 0.3 -0.1 0.0
H -4.637084 0.685641 1.596212 0.0 0.0 0.0
H -6.637997 1.890537 2.374774 0.0 0.0 0.0
H -6.407355 3.879461 3.824901 0.0 0.0 0.0
H -4.160043 4.688511 4.476929 0.0 0.0 0.0
H -2.143372 3.531265 3.651964 0.0 0.1 0.0
Br 3.526038 -3.156477 4.889387 0.0 0.0 -0.2
C 3.676279 -2.751831 3.050719 0.0 -0.1 0.2
C 4.773682 -3.203435 2.323981 -0.1 0.0 0.1
C 4.876707 -2.922102 0.966969 0.0 0.0 0.0
C 3.887868 -2.198781 0.329240 -0.1 0.1 0.0
C 2.793337 -1.740370 1.069437 0.1 0.0 0.1
C 2.685341 -2.012950 2.436215 0.0 0.1 0.0
C 1.737719 -1.005838 0.413497 0.7 -0.2 0.1
O 0.807256 -0.377868 1.063288 0.6 -0.2 0.8
O 1.594033 -0.963424 -0.849757 1.2 -0.5 -0.1
H 5.544175 -3.769226 2.830092 0.0 0.0 0.0
H 5.735312 -3.273177 0.411728 0.0 0.0 0.0
H 3.959698 -1.966942 -0.725279 0.0 0.0 0.0
H 1.832441 -1.659944 2.999805 0.0 0.0 0.0
Cl -3.510504 -2.021052 1.673428 -0.6 -0.1 0.0
Ge -1.445980 -1.705741 2.122870 -0.2 -0.8 1.5
Cl -0.775015 -2.657877 -0.051684 -0.4 -0.4 0.2
Cl -2.653249 0.310903 -0.769450 -1.0 0.1 -0.5
C 1.047473 -3.245379 -2.841494 -0.1 0.0 0.0
C -0.027563 -2.332485 -3.317806 0.0 0.1 0.0
N -0.603137 -1.286444 -2.707837 0.0 -0.3 -0.1
C -1.588337 -0.826092 -3.581621 0.0 0.1 -0.1
C -1.585023 -1.573096 -4.705229 -0.1 0.0 0.1
N -0.599144 -2.509232 -4.517786 0.0 0.0 0.1
H 1.598040 -2.808658 -2.022655 0.1 0.0 0.1
H 1.739895 -3.458061 -3.656207 0.0 0.0 0.0
H 0.622618 -4.196386 -2.513741 0.0 0.0 0.0
H -2.224111 0.008010 -3.347902 0.0 0.0 0.0
H -2.189273 -1.530782 -5.593840 0.0 0.0 0.0
H -0.349422 -3.235367 -5.170049 0.0 0.0 0.0
```
Forces are in eV/Å.

LUMO energy (alpha / beta) ... -0.2680 / -0.3156 Ha
2S+1 ... 2
Frontier orbital gap (alpha / beta) ... 6.7169 / 5.5302 eV
Energy relative to the best compared isomer or geometry (same formula, charge and spin) ... 29.3 kcal/mol
Charge ... +2

Now the natural (NBO) charges, all in e: atom 1 (Zr): 1.62, atom 2 (C): -0.65, atom 3 (C): 0.02, atom 4 (C): -0.24, atom 5 (C): -0.27, atom 6 (C): -0.21, atom 7 (C): -0.14, atom 8 (C): -0.19, atom 9 (H): 0.26, atom 10 (H): 0.24, atom 11 (H): 0.23, atom 12 (H): 0.25, atom 13 (H): 0.27, atom 14 (H): 0.26, atom 15 (H): 0.25, atom 16 (H): 0.24, atom 17 (Te): 0.66, atom 18 (C): -0.31, atom 19 (C): -0.16, atom 20 (C): -0.21, atom 21 (C): -0.14, atom 22 (C): -0.19, atom 23 (C): -0.22, atom 24 (H): 0.23, atom 25 (H): 0.24, atom 26 (H): 0.24, atom 27 (H): 0.24, atom 28 (H): 0.23, atom 29 (Br): 0.13, atom 30 (C): -0.10, atom 31 (C): -0.14, atom 32 (C): -0.20, atom 33 (C): -0.15, atom 34 (C): -0.16, atom 35 (C): -0.17, atom 36 (C): 0.82, atom 37 (O): -0.80, atom 38 (O): -0.74, atom 39 (H): 0.25, atom 40 (H): 0.25, atom 41 (H): 0.23, atom 42 (H): 0.24, atom 43 (Cl): -0.44, atom 44 (Ge): 0.87, atom 45 (Cl): -0.30, atom 46 (Cl): -0.38, atom 47 (C): -0.68, atom 48 (C): 0.44, atom 49 (N): -0.64, atom 50 (C): -0.08, atom 51 (C): -0.05, atom 52 (N): -0.48, atom 53 (H): 0.26, atom 54 (H): 0.25, atom 55 (H): 0.26, atom 56 (H): 0.24, atom 57 (H): 0.26, atom 58 (H): 0.45


No. 2
C39H33Cl3F5N6O3S2Tm | the ωB97M-V functional and the def2-TZVPD basis

Structure (XYZ):
```
92
Properties=species:S:1:pos:R:3:forces:R:3
Tm -0.504896 -0.876425 -0.024955 -1.0 0.1 0.3
C 0.475023 2.817780 -0.530099 -0.1 -0.1 -0.1
C 1.244550 1.536116 -0.317389 -0.1 -0.1 -0.1
N 0.889105 0.881017 0.738044 0.5 0.5 0.5
N 1.663146 -0.204689 1.092383 0.3 -0.1 0.3
C 1.218425 -0.833807 2.178722 0.2 0.4 -0.1
S -0.324890 -0.687604 2.862801 -0.1 0.2 -0.1
S 2.328129 -1.962244 2.918658 -0.2 -0.1 0.1
C 3.850535 -1.821663 1.928279 0.0 0.1 0.0
C 4.786275 -0.728221 2.373985 0.0 0.0 0.0
C 5.802837 -1.007420 3.282893 0.0 0.0 0.1
C 6.666884 -0.009439 3.716563 0.0 0.0 0.0
C 6.528748 1.284572 3.236313 0.0 0.0 0.0
C 5.524376 1.569863 2.318659 0.0 0.0 0.0
C 4.659592 0.573176 1.890186 0.0 0.0 -0.1
C 2.243837 1.055945 -1.273064 0.1 0.2 0.0
C 3.232587 1.890713 -1.805667 0.0 0.0 0.1
C 4.205364 1.389282 -2.644966 0.0 -0.1 0.0
C 4.176787 0.029844 -2.972667 0.0 0.0 0.0
C 3.184254 -0.801849 -2.493027 0.0 0.0 -0.1
C 2.173065 -0.301876 -1.657188 0.0 -0.2 0.1
O 1.159037 -1.055199 -1.296345 0.4 0.0 -0.6
H 0.605449 3.490144 0.312296 0.0 0.0 0.1
H -1.079740 1.970650 -1.685879 0.1 -0.1 0.0
H 0.845086 3.313117 -1.426700 0.0 0.1 0.0
H 3.552637 -1.705988 0.888964 0.0 0.0 0.0
H 4.318543 -2.797204 2.056501 0.0 0.0 0.0
H 5.915162 -2.018784 3.661296 0.0 0.0 0.0
H 7.450828 -0.245253 4.426224 0.0 0.0 0.0
H 7.203999 2.063918 3.568312 0.0 0.0 0.0
H 5.416765 2.576016 1.931119 0.0 0.0 0.0
H 3.879075 0.792342 1.171273 0.0 0.0 0.0
H 3.254808 2.937683 -1.516706 0.0 0.0 0.0
H 4.982436 2.034203 -3.032837 0.0 0.0 0.0
H 4.943548 -0.379234 -3.620012 0.0 0.0 0.0
H 3.148990 -1.851879 -2.759979 0.0 0.0 0.0
C -1.328778 5.281469 3.516587 0.0 0.0 0.0
C -0.327417 4.354682 3.261032 0.0 0.0 0.0
C -0.599308 3.220498 2.507546 0.1 0.0 0.1
C -1.878104 3.058866 2.024579 -0.2 -0.1 -0.2
C -2.908424 3.933711 2.307360 -0.1 0.0 0.0
C -2.621903 5.065166 3.048695 0.1 0.0 0.1
N -2.182781 1.833604 1.269631 0.0 0.2 0.2
N -2.996406 1.100186 1.929729 0.1 -0.2 -0.1
C -3.465672 -0.127347 1.450440 0.0 0.2 0.0
C -4.549535 -0.600072 2.199754 -0.1 0.0 0.1
C -5.150810 -1.786113 1.854241 0.0 0.0 0.1
C -4.669310 -2.486730 0.751388 -0.1 0.0 0.0
C -3.589047 -1.966518 0.085085 0.0 0.1 -0.2
N -2.969004 -0.821229 0.420538 0.0 -0.1 0.1
H -1.109031 6.165596 4.101543 0.0 0.0 0.0
H 0.667207 4.495696 3.665705 0.0 0.0 0.0
H 0.141293 2.449528 2.336153 0.0 0.0 0.0
H -3.906544 3.732589 1.942422 0.0 0.0 0.0
H -3.407688 5.777096 3.265084 0.0 0.0 0.0
H -4.876533 -0.009275 3.044155 0.0 0.0 0.0
H -5.983743 -2.166135 2.432833 0.0 0.0 0.0
H -5.107709 -3.420898 0.428871 0.0 0.0 0.0
H -3.187014 -2.486018 -0.776767 0.1 0.0 0.1
F -1.775272 -7.454183 -1.934884 0.0 0.0 0.0
C -1.565989 -6.326427 -1.244717 0.0 -0.1 -0.1
C -1.287151 -5.141536 -1.898569 0.0 0.0 -0.1
F -1.247677 -5.092543 -3.234134 0.0 0.0 0.0
C -1.070670 -4.013591 -1.140645 0.0 -0.1 -0.2
F -0.869633 -2.810117 -1.740559 -0.1 0.0 -0.3
C -1.090384 -3.967344 0.248668 0.0 0.4 0.2
O -0.872970 -2.830411 0.860578 0.0 -0.6 -0.3
C -1.416579 -5.173322 0.871704 0.1 -0.1 0.2
F -1.510082 -5.230122 2.203476 0.0 0.0 0.0
C -1.632640 -6.327309 0.137434 0.0 -0.1 0.2
F -1.915195 -7.468436 0.773051 0.0 0.0 0.0
C -0.139496 -1.169186 -4.179328 0.0 0.0 -0.1
C -0.563337 0.102865 -3.480334 -0.1 0.0 0.0
O -1.454344 -0.124065 -2.363187 0.2 -0.1 0.3
C -2.821661 0.213506 -2.634323 0.1 0.0 -0.1
C -3.501566 -0.801829 -3.527241 -0.1 0.0 0.0
H 0.454232 -0.905160 -5.058188 0.0 0.0 0.0
H -0.996454 -1.758161 -4.506717 0.0 0.0 0.0
H 0.472816 -1.777787 -3.519581 0.0 0.0 0.0
H -1.067562 0.785104 -4.169121 0.0 0.0 0.0
H 0.312955 0.617455 -3.087527 0.0 0.0 0.0
H -2.853833 1.208210 -3.091230 0.0 0.0 0.0
H -3.309977 0.282315 -1.668394 0.0 0.0 0.1
H -3.074606 -0.812345 -4.530274 0.0 0.0 0.0
H -4.560813 -0.550317 -3.616069 0.0 0.0 0.0
H -3.418546 -1.807135 -3.109689 0.0 0.0 0.0
Cl -1.394406 5.282565 -0.252020 0.1 0.0 0.0
C -1.807603 3.816784 -1.148048 0.0 -0.1 0.0
Cl -3.558025 3.526116 -1.042236 0.0 0.0 0.0
Cl -1.403760 4.127849 -2.868874 -0.1 0.0 0.0
C -1.024113 2.525781 -0.753666 0.1 0.0 0.1
N -1.649754 1.536822 0.142051 0.0 -0.1 -0.2
```
Forces are in eV/Å.

LUMO energy ... -0.0380 Ha
2S+1 ... 3
Frontier orbital gap ... 6.8332 eV
Energy relative to the best compared isomer or geometry (same formula, charge and spin) ... 0.0 kcal/mol
Charge ... 0

Now the Löwdin charges, all in e: atom 1 (Tm): 1.37, atom 2 (C): -0.09, atom 3 (C): -0.23, atom 4 (N): -0.09, atom 5 (N): -0.14, atom 6 (C): -1.17, atom 7 (S): 0.62, atom 8 (S): 0.95, atom 9 (C): -0.40, atom 10 (C): -0.28, atom 11 (C): -0.05, atom 12 (C): -0.09, atom 13 (C): -0.10, atom 14 (C): -0.08, atom 15 (C): -0.04, atom 16 (C): -0.13, atom 17 (C): -0.04, atom 18 (C): -0.09, atom 19 (C): -0.08, atom 20 (C): 0.00, atom 21 (C): -0.36, atom 22 (O): -0.24, atom 23 (H): 0.09, atom 24 (H): 0.07, atom 25 (H): 0.11, atom 26 (H): 0.07, atom 27 (H): 0.07, atom 28 (H): 0.11, atom 29 (H): 0.10, atom 30 (H): 0.10, atom 31 (H): 0.10, atom 32 (H): 0.09, atom 33 (H): 0.12, atom 34 (H): 0.10, atom 35 (H): 0.10, atom 36 (H): 0.12, atom 37 (C): -0.07, atom 38 (C): -0.05, atom 39 (C): -0.03, atom 40 (C): -0.21, atom 41 (C): -0.07, atom 42 (C): -0.08, atom 43 (N): -0.13, atom 44 (N): 0.15, atom 45 (C): -0.31, atom 46 (C): 0.01, atom 47 (C): -0.04, atom 48 (C): -0.03, atom 49 (C): -0.13, atom 50 (N): 0.02, atom 51 (H): 0.11, atom 52 (H): 0.11, atom 53 (H): 0.10, atom 54 (H): 0.11, atom 55 (H): 0.11, atom 56 (H): 0.12, atom 57 (H): 0.12, atom 58 (H): 0.12, atom 59 (H): 0.11, atom 60 (F): 0.11, atom 61 (C): -0.15, atom 62 (C): -0.14, atom 63 (F): 0.12, atom 64 (C): -0.14, atom 65 (F): 0.03, atom 66 (C): -0.29, atom 67 (O): -0.23, atom 68 (C): -0.13, atom 69 (F): 0.12, atom 70 (C): -0.14, atom 71 (F): 0.12, atom 72 (C): -0.05, atom 73 (C): -0.23, atom 74 (O): -0.27, atom 75 (C): -0.27, atom 76 (C): -0.05, atom 77 (H): 0.09, atom 78 (H): 0.07, atom 79 (H): 0.06, atom 80 (H): 0.12, atom 81 (H): 0.11, atom 82 (H): 0.10, atom 83 (H): 0.09, atom 84 (H): 0.08, atom 85 (H): 0.09, atom 86 (H): 0.08, atom 87 (Cl): 0.68, atom 88 (C): -1.47, atom 89 (Cl): 0.65, atom 90 (Cl): 0.62, atom 91 (C): -0.42, atom 92 (N): 0.04


No. 3
C2H12N2O2 | the ωB97M-V functional and the def2-TZVPD basis

Structure (XYZ):
```
18
Properties=species:S:1:pos:R:3:forces:R:3
N -0.651800 -0.824668 -0.892581 0.8 0.4 -0.1
C -0.323021 -1.449723 0.406467 -1.3 0.5 -1.1
C -0.246641 -0.479135 1.585293 0.7 -1.3 0.4
N 0.627560 0.634344 1.329352 0.2 0.6 -1.4
H -1.578239 -0.979808 -1.228564 -0.6 -0.4 0.2
H -0.580478 0.180360 -0.845960 0.2 0.2 0.1
H -1.138702 -2.157689 0.562530 0.3 -0.2 0.5
H 0.592946 -2.023115 0.279197 0.3 0.1 0.3
H 0.157921 -1.127803 2.381062 -0.3 0.3 0.3
H -1.212776 -0.080917 1.892641 -0.1 -0.2 -0.2
H 0.697183 1.296741 2.064064 0.0 0.4 0.8
H 1.554549 0.419376 0.996082 0.1 -0.4 0.1
O -1.465897 2.296498 0.107566 -1.0 0.6 -0.3
H -0.562176 2.029863 0.259745 0.8 -0.2 0.3
H -1.478902 3.245663 -0.092832 0.2 -0.5 0.1
O 2.010981 -0.597002 -2.276322 0.6 0.2 -0.1
H 1.711220 0.202055 -1.834188 -0.1 -0.1 0.0
H 1.211790 -1.112894 -2.392668 -0.4 0.0 0.2
```
Forces are in eV/Å.

LUMO energy ... 0.0280 Ha
SMILES ... NCCN.O.O
Frontier orbital gap ... 10.0498 eV
Energy relative to the best compared isomer or geometry (same formula, charge and spin) ... 11.2 kcal/mol
Charge ... 0

Now the natural (NBO) charges, all in e: atom 1 (N): -0.87, atom 2 (C): -0.23, atom 3 (C): -0.23, atom 4 (N): -0.88, atom 5 (H): 0.36, atom 6 (H): 0.36, atom 7 (H): 0.20, atom 8 (H): 0.19, atom 9 (H): 0.17, atom 10 (H): 0.20, atom 11 (H): 0.37, atom 12 (H): 0.37, atom 13 (O): -0.97, atom 14 (H): 0.49, atom 15 (H): 0.47, atom 16 (O): -0.95, atom 17 (H): 0.46, atom 18 (H): 0.49